(1)
Density functional theory data (the ωB97M-V functional and the def2-TZVPD basis) for C13H14AlBeBrClF9MgN3O9PS2 as an isolated structure at a distorted geometry.

Positions of all 56 atoms, in Å:
P 2.0675 5.5325 3.2685
H -5.3542 -1.3158 1.0226
O 2.1787 -3.5106 -0.8443
O 1.5400 -5.5092 -2.0963
N -0.6582 0.9804 1.7578
F 2.9737 4.2695 2.6572
H 2.6056 2.0300 -0.1237
F 0.3621 -3.4852 -2.3456
Br -0.3246 -4.2154 -6.4200
H -1.1147 2.9995 1.7108
S 1.7958 -4.1229 -2.1145
H -3.3120 -1.9516 -0.2487
C -0.4339 -1.9430 0.5102
C -4.5330 -1.7898 1.5457
C 0.2650 0.0853 1.3898
H 0.9572 3.7093 0.4960
C -3.4750 -2.6349 3.5596
O 0.7349 -3.1423 -5.0484
O -2.1823 -2.7864 -5.4319
F 3.0589 6.5194 2.4164
C -3.3903 -2.1309 0.8188
O 0.0883 3.5494 -2.1278
H 2.2190 -0.4080 0.4431
F 0.9480 4.2853 3.1652
F 0.5659 6.0698 6.7508
H -0.7656 5.1999 -1.2970
F 1.1707 6.0071 4.5710
S 2.0628 -3.8471 -4.7086
O 2.2199 -5.1582 -5.2055
F 0.9951 6.3889 2.3650
F 3.2054 5.5940 4.4451
H -3.4893 -2.8532 4.6225
C 0.3880 4.6970 -2.5607
Mg -0.0966 -0.5005 3.7425
H -1.2168 -2.7497 -5.3541
O -0.2464 5.7312 -1.9249
C -0.3761 2.2494 1.4407
F 3.1019 -3.0957 -5.5820
H 0.4403 -2.1671 -0.1530
C -2.3330 -2.7225 1.4697
C 0.7454 2.6843 0.7672
H -5.4324 -1.7893 3.4840
N 2.6509 -3.5341 -3.2808
O 1.1697 4.9636 -3.4681
N -0.0224 -1.2484 1.7096
Be 2.1499 -1.4269 -0.9757
O -1.1733 -3.0949 0.7704
C -4.5556 -2.0565 2.9023
C -2.3345 -2.9772 2.8393
Cl 1.9168 -1.1504 -5.3592
Al 4.0557 0.1570 0.8593
C 1.6938 1.7510 0.4122
H -1.0381 -1.2141 -0.0632
H -2.4789 -1.8995 -5.1871
C 1.4612 0.4043 0.7274
H -1.4508 -3.4269 3.2805

largest force on an atom	0.0769	Eh/bohr
total charge	0
gap between HOMO and LUMO	1.5126	eV
E_tot	-187010.4388	eV

***

(2)
Density functional theory data (the ωB97M-V functional and the def2-TZVPD basis) for a 21-piece molecular cluster, C70H165Cl3N9O11 overall at a distorted geometry.

Positions of all 258 atoms, in Å:
O -41.4122 7.8202 7.4447
C -40.1804 5.0711 5.4587
C -24.6076 0.5623 5.2186
H -42.3787 3.5861 -6.8818
H -44.5401 1.6719 -1.7963
C -38.9464 3.6757 13.7766
O -24.7199 1.7921 4.4707
H -30.0197 -1.1555 4.9016
C -30.5287 9.1981 7.3236
N -28.3822 -4.1285 13.8122
C -27.1159 6.6918 3.1505
H -25.1151 1.5885 0.0531
H -28.4048 -3.4486 3.8993
C -29.9836 4.0386 4.1801
C -33.6153 5.5270 11.5939
H -36.0928 3.9495 11.1559
H -41.5048 9.9219 7.3324
H -25.3691 6.2318 6.4197
H -23.2455 6.3999 -2.2953
H -28.3260 -1.3739 1.9175
H -21.1540 8.9846 -3.5791
C -27.6880 10.1829 4.8846
H -26.6198 3.9985 6.1789
C -44.8591 2.7159 -4.8744
H -28.5963 11.6460 7.1640
H -25.5477 10.3691 4.8777
H -25.2669 -0.2412 4.8186
H -27.5294 9.1809 4.3129
H -29.1432 -4.3512 16.7118
C -30.0149 -2.1976 4.5552
C -32.3446 0.0782 3.9409
H -41.4253 8.9696 5.7495
C -19.1791 7.1174 -0.0352
H -30.3150 -0.4852 2.3782
N -21.3728 6.8808 -3.2628
H -23.6211 -0.2243 0.4954
H -32.1931 0.4934 2.9212
H -42.9447 6.4424 7.1537
H -40.8166 5.9742 5.5630
C -42.7699 6.7000 -7.0397
C -25.9250 5.9556 7.3332
C -32.0299 9.5789 7.0841
H -37.0054 2.7452 13.2242
C -24.7606 3.6044 0.7483
H -37.5754 6.3106 11.1579
H -25.6229 10.7828 7.1505
H -38.4954 4.8624 10.9268
H -27.9085 8.1406 7.6157
H -46.8787 3.9254 -6.8359
C -45.3144 1.3556 -2.5357
C -28.6559 -2.4043 3.7573
H -29.4980 -6.0990 16.4138
H -42.3668 7.7032 -7.3949
H -31.9659 -4.0405 3.9228
H -41.6038 4.6151 -5.4048
H -32.3175 -3.8560 15.4701
H -32.5494 5.6873 1.4815
H -21.9792 0.2005 -0.0099
O -27.2989 5.6589 7.1101
C -19.6217 7.6946 -1.3718
H -33.0297 -1.3678 -1.4788
H -33.2488 5.3982 12.6222
C -23.8885 3.1879 2.9602
H -28.1640 -6.2011 14.3568
H -30.1292 10.2852 5.5059
H -29.7439 14.1240 -3.8413
C -42.3416 4.5094 -6.1663
C -20.4167 5.8643 -3.9200
H -37.3672 3.6853 1.6526
H -23.5917 0.0855 5.2785
C -21.0371 6.9355 -1.7784
H -34.0621 3.4529 10.6997
H -29.9566 5.0630 2.2198
H -25.5348 4.2920 2.6188
H -35.4682 6.2525 10.7623
H -28.1894 3.0177 4.3459
H -39.1933 9.3714 8.0371
C -23.8299 1.8069 3.4020
H -33.7902 1.5931 4.1035
H -38.1881 2.9694 11.8432
C -23.5523 6.6963 -4.4264
H -31.9895 -3.4878 2.1906
H -22.6502 4.9991 -3.2651
H -24.1885 1.1759 2.5797
H -30.4083 8.1703 7.7374
C -37.9711 6.0114 5.2938
H -29.4401 -4.0375 13.8504
C -26.4016 10.9644 5.1298
H -33.4638 4.7487 9.6917
H -44.3088 1.9272 -5.3921
C -34.0964 0.4728 5.8787
H -36.9758 5.7492 5.6252
H -23.0109 3.4747 2.2761
H -23.8333 4.2070 0.8400
H -23.0528 8.3581 -5.6505
H -26.2153 12.3268 6.7631
H -28.0346 4.7121 4.2543
H -38.8998 5.9401 12.2293
H -17.4920 8.6643 0.7598
H -31.2134 -3.4641 16.8651
H -19.4071 6.2439 -4.2963
H -20.9250 5.2326 -4.6924
C -22.8016 6.1046 -3.2901
C -38.1112 5.5130 11.7052
H -30.3977 4.8890 4.6364
C -38.5141 4.8773 14.5771
H -47.5471 0.6991 -4.7576
H -30.4997 3.1101 4.3836
H -25.8846 6.7797 8.0703
H -36.3758 4.9733 14.4697
H -38.1069 7.7257 7.4014
C -28.1545 -5.2026 14.7935
H -24.9377 0.7020 6.2410
H -35.3312 4.0000 12.6983
H -39.9989 4.8467 4.3651
H -28.5521 10.6971 4.4394
H -27.5091 3.7832 7.8376
C -28.7706 -3.3421 11.5318
C -28.0264 -4.4202 12.4127
H -30.3842 -2.7293 5.4339
H -39.2716 2.8379 14.3777
N -43.6788 5.1475 -5.6116
C -28.7317 3.9140 6.1358
H -24.5077 2.6637 -1.0492
H -28.8524 -3.0725 1.7309
C -27.8270 10.9008 7.1037
H -37.5850 8.1905 5.1623
C -33.7093 0.5498 4.3632
H -18.9748 7.1549 -2.1213
C -44.1230 6.1211 -6.5466
C -44.9306 4.0239 -5.5572
N -28.6177 3.9421 4.6568
H -30.9690 -1.8573 1.3952
C -26.4098 11.2985 6.6389
H -20.1091 19.3934 1.7916
C -39.5844 9.0070 6.9977
H -22.0166 7.2690 -1.2824
H -32.4698 9.5260 8.0328
C -31.3827 -3.5760 3.1109
H -29.0194 -0.2129 12.2495
H -39.8229 3.9885 13.2148
C -29.1802 -1.0507 11.5550
H -44.9371 3.9662 -6.6755
H -31.3039 4.7159 0.6267
H -25.6146 4.1066 0.2972
C -32.3083 -1.4470 3.9196
H -29.9034 3.2914 2.1023
H -38.0844 5.6105 4.3009
C -37.2290 5.3964 13.9270
O -26.9626 5.4675 3.3539
C -33.4094 4.3310 10.6870
C -41.0943 9.0053 6.8319
H -42.9146 6.6622 -4.4800
H -27.7578 -1.9021 4.2276
H -46.0369 0.5448 -2.4764
C -27.4499 4.3067 6.8798
H -32.3960 3.8527 10.7636
H -29.7985 -3.5954 11.4847
H -39.3229 5.6363 14.5664
H -32.0649 10.6115 6.7252
H -17.4496 6.7498 0.9234
N -28.2537 9.7456 6.2220
Cl -28.4243 1.2321 2.1000
O -30.4033 -4.4817 15.2354
H -32.8193 7.5469 6.4728
H -33.4459 1.2500 6.4552
C -35.8816 4.5828 11.9913
O -31.6610 4.2106 2.6713
H -31.6097 0.5763 4.6359
H -33.7101 8.9875 5.8600
C -42.7413 7.3898 7.6766
H -35.1095 0.7335 5.9576
H -29.7899 8.5965 5.3835
H -28.4175 -3.3613 10.5311
H -23.5373 8.8929 -3.8651
H -30.4603 -4.0544 2.9236
H -37.3400 6.4411 13.8089
C -29.7213 9.4438 6.0396
C -23.0229 0.4692 -0.1192
C -31.5196 -4.2402 16.0573
H -33.0668 -1.7278 3.1735
H -41.0549 5.2631 -7.8656
H -31.8686 -5.1030 16.5928
H -28.5717 -0.7409 10.6367
C -43.4643 5.7969 -4.1836
N -31.0606 -2.1599 3.4699
H -26.4199 7.8962 1.9029
C -29.3260 -5.1200 15.9315
O -28.5489 -2.1504 12.2152
H -25.7860 2.7279 2.1897
H -44.6038 6.9475 -5.8942
C -18.1156 7.5654 0.7208
H -24.5996 6.9585 -4.1970
H -19.4878 8.8238 -1.4860
H -30.1757 9.8985 8.0328
O -23.0602 1.8416 0.2422
H -19.6733 6.1853 0.2823
H -32.9467 3.9208 1.0566
C -42.0003 5.5233 -7.1477
H -29.6201 4.5683 6.3376
H -26.9572 -4.3496 12.2044
H -44.4454 5.8670 -3.8013
H -42.9301 7.3089 8.7573
H -34.5336 -0.0259 3.8546
Cl -36.6370 7.2519 8.4198
C -22.9883 8.1722 -4.5621
H -20.9972 7.8638 -5.0120
O -27.9951 7.4752 3.5281
C -32.7145 8.5970 6.0732
H -39.1838 7.7013 4.6569
H -27.4495 7.8794 5.8296
C -45.3350 2.1630 -3.6476
H -39.4065 6.9612 7.1348
H -33.1232 6.3279 11.0446
H -22.8600 1.4564 3.7625
C -32.1665 4.6631 1.3537
H -39.3079 9.7411 6.2023
C -37.8188 3.3665 12.8192
C -38.4023 7.4931 5.3395
H -43.4882 8.1006 7.3029
Cl -30.3475 -0.2118 8.6366
H -28.2429 17.2141 -7.0499
H -40.6731 4.2172 5.9121
N -37.1939 4.7585 12.5811
H -32.1383 8.5320 5.1246
H -25.4439 5.1211 7.8472
H -23.9150 3.7721 3.8477
H -23.1038 6.2308 -5.3778
H -21.0882 5.8012 -1.5221
H -33.8506 -0.4721 6.3066
C -30.2526 4.1556 2.6765
N -25.1093 3.4855 2.1762
H -26.4254 11.8267 4.4920
H -28.0599 -3.2041 13.9801
C -30.4084 -1.5965 2.2852
N -38.8914 7.7335 6.7327
C -21.5735 8.1012 -4.1610
H -35.2391 6.5587 12.5403
H -26.3789 8.8991 6.8424
C -35.1466 5.8376 11.7083
H -23.2444 0.1867 -1.1753
H -29.0296 2.8729 6.3655
O -26.0572 7.1100 2.3611
C -28.9692 -2.1272 2.3054
H -20.1575 5.2253 -3.1264
H -42.8856 5.1672 -3.4849
O -38.8897 5.2126 6.0966
C -24.3209 2.3413 -0.0272
H -30.2176 -1.1681 11.3413
H -28.4098 -5.4020 12.0857
H -27.2022 -5.2104 15.3092
H -45.6710 4.6660 -5.2249
H -38.3232 4.5669 15.5931
C -27.4317 8.5987 6.6761
H -32.5420 -1.9363 4.9021
H -38.7624 -14.3305 1.5435
H -27.6619 10.5028 8.0967
H -44.8761 6.1974 -7.4213

largest force on an atom	0.1461	Eh/bohr
total charge	+5
gap between HOMO and LUMO	0.4183	eV
E_tot	-148670.8037	eV

***

(3)
Density functional theory data (the ωB97M-V functional and the def2-TZVPD basis) for C6H8B2InO5 as an isolated structure at a distorted geometry.

Positions of all 22 atoms, in Å:
C -0.4947 2.3989 0.6300
C -2.5706 -0.7958 -0.1990
B 1.5099 -0.7498 -0.7302
H 2.8510 -0.6054 1.0619
O 1.3286 -1.3022 -1.9657
H 3.2456 -2.0588 -0.0413
O 2.5983 2.3648 -0.7320
B -1.4431 -0.3421 0.9434
In -2.9411 0.2315 -2.1067
C 0.8259 0.6616 -0.2431
C 1.5101 2.0897 -0.4784
O 0.3783 2.9376 -0.3175
C -0.3874 0.8192 0.4608
H -3.1095 -1.7444 0.0809
H 1.7358 -2.0405 1.1179
C 2.4277 -1.4558 0.4511
H -0.5520 -0.9346 2.5851
H 0.9488 -0.6725 -2.6129
O -1.1891 2.9116 1.4139
O -1.4356 -0.9462 2.1604
H -3.2890 0.1308 -0.2893
H -1.9479 -0.8975 -1.1894

largest force on an atom	0.1321	Eh/bohr
ΔE to the lowest compared entry with this formula, charge and spin	0.0000	eV
total charge	+3
gap between HOMO and LUMO	3.6564	eV
E_tot	-23076.3439	eV

***

(4)
Density functional theory data (the ωB97M-V functional and the def2-TZVPD basis) for C6H14N4 in the gas phase at a distorted geometry.

Positions of all 24 atoms, in Å:
H 0.4366 -0.0006 -2.2401
H 1.4741 1.7455 -0.8260
N -1.0447 0.1538 0.4565
H 2.0926 -2.1233 -0.4666
C -0.4078 -1.7204 -1.4474
H 0.0094 -2.3566 0.5804
C -1.3135 1.1093 1.5760
N 0.2764 -0.4429 -1.3264
H -0.3655 -3.6986 -0.4809
N 1.6041 -3.0224 -0.5789
H 0.6718 1.5157 2.1706
N 0.4983 1.7215 -0.5017
C 0.1769 2.7364 0.4824
H -1.5151 -1.7268 -1.2736
H -0.5705 2.8842 2.4959
H -0.6882 3.3444 0.1107
C 0.1684 -2.7383 -0.4474
C -0.1811 2.1108 1.8176
H -2.2296 1.6472 1.2842
C -0.1489 0.4839 -0.3817
H 1.0704 3.3643 0.5669
H -0.2514 -2.1093 -2.4759
H -1.5833 0.4666 2.4234
H 1.8204 -3.3444 -1.5181

structure (SMILES)	NCCNC1=NCCCN1
largest force on an atom	0.0295	Eh/bohr
ΔE to the lowest compared entry with this formula, charge and spin	0.0000	eV
total charge	0
gap between HOMO and LUMO	9.4675	eV
E_tot	-12409.4524	eV

***

no.,HOMO level (Ha)
1,-0.3038
2,-0.4121
3,-0.8019
4,-0.3170